{"formula": "C38H76BrF12IN5O18P2S5", "method": "wB97M-V/def2-TZVPD", "species": ["C", "C", "C", "I", "N", "C", "C", "O", "Br", "C", "N", "C", "C", "C", "C", "F", "F", "C", "F", "F", "F", "C", "P", "C", "O", "P", "C", "O", "C", "N", "C", "F", "F", "C", "F", "F", "C", "F", "F", "F", "N", "C", "C", "C", "C", "C", "N", "H", "H", "H", "H", "H", "H", "H", "H", "H", "H", "H", "H", "H", "H", "H", "H", "H", "H", "H", "H", "H", "H", "H", "H", "H", "H", "H", "H", "H", "H", "H", "H", "H", "H", "H", "H", "O", "S", "O", "O", "C", "C", "C", "H", "H", "H", "H", "H", "H", "H", "H", "O", "S", "O", "O", "C", "C", "C", "H", "H", "H", "H", "H", "H", "H", "H", "O", "S", "O", "O", "C", "C", "C", "H", "H", "H", "H", "H", "H", "H", "H", "O", "S", "O", "O", "C", "C", "C", "H", "H", "H", "H", "H", "H", "H", "H", "O", "S", "O", "O", "C", "C", "C", "H", "H", "H", "H", "H", "H", "H", "H"], "positions_angstrom": [[-8.416, -0.822, -2.699], [-6.951, -0.250, -2.995], [-5.735, -1.190, -2.420], [-6.493, -2.963, -1.332], [-4.862, -1.540, -3.576], [-5.489, -2.493, -4.562], [-4.890, -3.992, -4.389], [-3.959, -4.279, -3.628], [-5.843, -5.370, -5.493], [-3.611, -1.077, -3.754], [-2.624, -1.358, -4.782], [-2.975, -1.362, -6.220], [-3.159, -2.781, -6.938], [-2.111, -3.916, -6.523], [-2.318, -5.332, -7.228], [-2.896, -6.313, -6.354], [-0.993, -5.836, -7.495], [-3.055, -5.300, -8.644], [-2.349, -4.478, -9.572], [-4.431, -5.030, -8.598], [-2.941, -6.621, -9.184], [-1.372, -0.586, -4.381], [0.055, -1.523, -5.197], [0.382, -3.227, -4.372], [1.586, -0.731, -4.933], [-1.160, 1.171, -5.172], [-0.182, 1.106, -6.787], [-2.722, 1.731, -5.726], [-1.597, -0.636, -2.768], [-1.785, -2.090, -2.384], [-0.477, -0.091, -1.795], [0.782, -0.690, -2.155], [-0.291, 1.308, -2.089], [-0.613, -0.408, -0.239], [0.050, -1.662, 0.009], [-1.915, -0.572, 0.261], [0.230, 0.626, 0.701], [-0.537, 1.691, 1.188], [1.457, 1.002, 0.128], [0.583, -0.150, 1.851], [-3.001, -0.197, -2.722], [-3.454, 1.173, -2.536], [-3.310, 1.829, -1.077], [-4.377, 1.348, 0.008], [-5.840, 2.016, -0.147], [-6.858, 1.152, 0.745], [-6.312, 0.790, 2.103], [-8.638, -1.826, -3.220], [-9.156, -0.076, -3.182], [-8.685, -0.837, -1.587], [-6.873, 0.830, -2.608], [-6.869, -0.158, -4.144], [-5.236, -0.573, -1.610], [-5.459, -2.119, -5.633], [-6.614, -2.622, -4.329], [-2.257, -0.772, -6.902], [-3.983, -0.805, -6.329], [-4.203, -3.235, -6.881], [-2.982, -2.590, -8.066], [-1.073, -3.545, -6.864], [-2.174, -4.090, -5.400], [0.747, -3.895, -5.242], [1.248, -3.191, -3.627], [-0.563, -3.718, -3.975], [2.073, -0.828, -5.789], [-0.372, 0.204, -7.453], [0.934, 1.209, -6.581], [-0.494, 2.041, -7.391], [-2.596, 2.658, -6.021], [-2.406, -2.174, -1.570], [-0.894, -2.520, -2.104], [-3.009, 1.981, -3.235], [-4.587, 1.215, -2.771], [-2.277, 1.745, -0.612], [-3.490, 2.961, -1.230], [-4.419, 0.197, 0.123], [-3.987, 1.715, 1.031], [-5.792, 3.067, 0.334], [-6.162, 2.182, -1.227], [-7.027, 0.160, 0.202], [-7.884, 1.658, 0.897], [-5.772, -0.081, 2.063], [-5.774, 1.566, 2.507], [1.211, 6.087, 4.348], [2.153, 5.089, 4.786], [3.082, 4.474, 3.875], [1.352, 3.926, 5.577], [0.287, 3.257, 4.903], [0.807, 2.290, 3.854], [3.062, 5.723, 6.163], [-0.406, 3.981, 4.466], [-0.268, 2.696, 5.660], [1.312, 2.820, 3.044], [-0.011, 1.716, 3.417], [1.532, 1.601, 4.292], [2.367, 6.161, 6.878], [3.743, 6.487, 5.787], [3.630, 4.912, 6.616], [3.610, 3.004, 10.622], [2.926, 4.218, 10.259], [3.478, 5.142, 9.301], [2.547, 5.026, 11.605], [3.599, 5.369, 12.511], [4.452, 6.505, 11.978], [1.278, 3.818, 9.756], [4.209, 4.491, 12.740], [3.126, 5.685, 13.443], [4.993, 6.204, 11.080], [5.187, 6.819, 12.721], [3.828, 7.361, 11.708], [0.834, 3.147, 10.490], [1.338, 3.327, 8.785], [0.702, 4.740, 9.670], [7.938, -0.301, 2.872], [7.171, 0.007, 4.051], [6.002, -0.749, 4.414], [6.789, 1.578, 4.028], [6.080, 2.090, 2.898], [4.625, 1.659, 2.904], [8.258, 0.054, 5.446], [6.576, 1.795, 1.969], [6.129, 3.180, 2.958], [4.533, 0.579, 2.780], [4.076, 2.138, 2.090], [4.152, 1.918, 3.854], [9.132, 0.654, 5.197], [8.556, -0.971, 5.667], [7.722, 0.475, 6.296], [7.459, 5.493, 12.910], [8.297, 4.953, 11.868], [8.794, 3.604, 11.914], [9.540, 5.958, 11.626], [10.379, 6.285, 12.735], [11.291, 5.131, 13.111], [7.496, 5.192, 10.309], [9.777, 6.608, 13.589], [10.990, 7.138, 12.431], [10.718, 4.280, 13.483], [11.991, 5.430, 13.894], [11.854, 4.787, 12.240], [7.144, 6.220, 10.243], [6.652, 4.502, 10.262], [8.203, 4.967, 9.512], [-4.713, -10.330, -14.185], [-3.658, -10.805, -13.328], [-3.885, -11.102, -11.938], [-2.398, -9.798, -13.445], [-2.604, -8.414, -13.161], [-2.762, -8.162, -11.672], [-2.899, -12.215, -14.080], [-3.464, -8.032, -13.720], [-1.722, -7.880, -13.521], [-3.671, -8.627, -11.287], [-2.821, -7.092, -11.464], [-1.921, -8.588, -11.119], [-2.687, -11.991, -15.124], [-3.601, -13.046, -14.008], [-1.985, -12.454, -13.537]], "mulliken_charge": [-1.417, 0.282, -0.608, 0.198, 0.887, -0.924, 0.360, -0.428, -0.084, -1.800, 1.519, -1.188, -0.459, 0.082, 0.521, -0.280, -0.329, 0.596, -0.268, -0.217, -0.229, 0.646, 0.489, -1.043, -0.543, 0.234, -1.039, -0.563, -0.532, -0.263, 0.065, -0.366, -0.317, 0.456, -0.337, -0.187, 0.731, -0.249, -0.243, -0.284, 0.976, -0.134, -0.701, -0.377, -0.766, -0.393, -0.591, 0.294, 0.412, 0.310, 0.198, 0.333, -0.428, 0.622, 0.468, 0.249, 0.408, 0.191, 0.679, 0.157, -0.192, 0.402, 0.387, 0.271, 0.365, 0.337, 0.275, 0.448, 0.314, 0.193, 0.421, 0.207, 0.052, -0.231, 0.643, 0.081, 0.567, 0.414, 0.368, 0.063, 0.300, 0.275, 0.273, -0.656, 1.062, -0.528, -0.090, -0.707, -0.706, -0.987, 0.353, 0.292, 0.337, 0.327, 0.235, 0.306, 0.481, 0.284, -0.668, 1.316, -0.542, -0.298, -0.364, -0.588, -0.998, 0.313, 0.268, -0.108, 0.357, 0.313, 0.369, 0.302, 0.320, -0.634, 1.178, -0.598, -0.230, -0.581, -0.849, -0.932, 0.328, 0.299, 0.454, 0.404, 0.163, 0.316, 0.373, 0.311, -0.608, 1.223, -0.620, -0.268, -0.330, -0.990, -0.957, 0.308, 0.276, 0.307, 0.388, 0.260, 0.305, 0.307, 0.408, -0.634, 1.189, -0.596, -0.255, -0.526, -0.762, -0.926, 0.337, 0.295, 0.336, 0.246, 0.281, 0.318, 0.369, 0.314], "homo_ev": -11.383, "lumo_energy_ev": -3.63, "energy_ha": -9864.857017, "total_charge": 1, "orbital_gap_ev": 7.76}